1.
Computed, not measured: C45H47Br2N8OS8SbW as an isolated structure in a non-equilibrium geometry, with ωB97M-V with the def2-TZVPD basis set.

Structure (XYZ):
```
113
Properties=species:S:1:pos:R:3:forces:R:3:mulliken_spin:R:1
C -2.0814 5.2824 -3.1709 -0.1 -0.1 0.2 0.0000
C 1.3383 -2.8024 -4.9633 0.0 0.0 0.0 0.0050
H -0.3476 -2.4708 -2.0524 -0.1 0.1 0.0 -0.0130
N -1.8871 5.6391 -1.7708 0.2 0.1 0.0 -0.0004
H 2.6726 -1.3314 -5.7871 0.0 0.0 0.0 0.0001
H 2.3938 5.0179 -3.9392 0.0 0.0 0.0 0.0001
C 2.3234 1.3036 4.0898 0.1 0.0 0.0 -0.0052
C 2.8166 -4.8978 -1.3666 -0.1 0.0 0.0 0.0027
N -2.5133 3.3555 -1.0973 -0.3 0.2 -0.5 -0.0221
C 4.8669 -1.4707 3.0242 -0.1 -0.1 0.0 0.0000
C -1.4974 4.4485 -1.0219 0.0 0.0 0.0 0.0031
H -0.0476 -4.1500 1.7438 0.1 -0.1 0.0 0.0010
C -2.2056 -3.3137 4.8470 0.0 0.0 0.1 0.0034
C -2.7971 -2.6315 -2.1272 -0.3 0.3 0.1 0.7897
H -0.0051 -4.0787 -3.8777 0.0 0.0 0.0 0.0053
C -0.6346 -3.9362 2.6230 -0.1 0.1 0.1 0.0165
C 1.5238 0.6805 3.1467 0.1 -0.1 -0.1 0.0273
H 3.1749 1.1905 6.0513 0.0 0.0 0.0 0.0001
C 0.6612 2.1392 -3.5672 -0.1 0.0 0.0 0.0004
C 2.0612 4.0901 -3.4925 0.0 0.0 0.0 0.0031
H 2.2621 -1.0601 6.5213 0.0 0.0 0.0 0.0000
H 0.6853 3.6463 -5.0828 0.0 0.0 0.0 -0.0001
S -3.8686 -1.2786 2.2934 -0.7 0.0 0.3 0.4837
H 2.3233 0.2764 -3.9751 0.0 0.0 0.0 0.0001
C 1.2105 1.7297 -2.3578 0.4 -0.1 0.0 -0.0191
C 3.7060 -1.7264 2.3140 0.0 0.0 0.0 0.0004
H 4.9932 -2.9644 -3.1047 0.0 0.0 0.0 0.0000
C 2.0496 -0.5731 5.5790 0.1 0.0 0.0 -0.0006
C 1.9971 -1.5804 -4.9795 0.1 0.0 0.0 0.0015
H 2.5179 -5.9315 -1.2554 0.0 0.0 0.0 0.0000
C -4.9501 -4.0208 2.0750 0.0 0.0 -0.1 0.0261
C -2.7146 3.0786 -2.5442 0.0 0.0 0.0 0.0061
H -0.0772 1.5260 -4.0696 0.0 0.1 0.0 0.0015
H -0.5546 4.0699 -1.4233 0.0 0.0 0.0 0.0015
N 1.5499 -0.0267 -0.3842 1.1 0.0 -1.0 -0.0063
H -3.4889 2.3258 -2.6593 0.0 -0.1 0.0 -0.0025
C 4.2100 -3.2277 -2.4065 0.0 0.1 0.0 -0.0004
C -1.9816 -4.6382 4.4877 0.0 0.0 0.0 0.0031
H 6.0090 1.2071 1.2849 0.0 0.0 0.0 0.0000
H -2.8319 -3.0726 5.6956 0.0 0.0 0.0 -0.0006
C 0.9102 -0.9771 -2.9275 0.3 0.2 -0.2 -0.0008
H -1.3597 4.7239 0.0227 0.0 0.0 0.0 -0.0050
C 0.4931 -3.1184 -3.9101 0.1 0.0 0.0 -0.0538
H -3.0067 6.3858 -0.1720 0.0 0.0 0.0 -0.0005
H 2.5838 2.1412 -0.7711 0.0 0.1 0.1 0.0007
C 4.1927 0.1576 0.8644 -0.1 0.2 0.0 0.0006
H -1.0378 -5.9822 3.1025 0.0 0.0 0.0 0.0000
C 2.1841 2.4762 -1.7147 0.0 0.0 0.0 0.0106
H 6.5979 -0.2223 3.2111 0.0 0.0 0.0 0.0000
O -5.4474 -3.2303 3.1633 -0.1 0.1 0.1 -0.0158
Br -2.1803 -2.5668 -0.3735 -0.2 -0.7 0.0 0.1091
S -3.3756 1.9233 1.8493 0.8 -0.7 -0.5 -0.0327
N -0.9629 -0.2375 1.6523 -0.5 -0.9 0.1 -0.0410
H -1.7761 2.6882 -2.9386 0.0 0.0 0.0 -0.0020
H 3.0590 -2.5561 2.5702 0.1 0.0 0.0 0.0000
H -1.7886 -1.2557 4.3882 0.0 0.0 0.0 -0.0232
C 0.2818 -2.2077 -2.8866 0.0 -0.1 0.1 0.0869
H 1.4951 -3.5127 -5.7647 0.0 0.0 0.0 0.0001
C 2.6039 3.6677 -2.2876 0.0 0.0 0.0 -0.0005
H -2.5074 -1.7765 -2.7210 0.1 -0.1 0.0 0.0671
H 1.3275 1.1428 2.1824 -0.1 0.1 0.1 -0.0012
S -5.5206 -0.9967 4.4917 0.0 0.3 0.2 0.5716
C 2.5755 0.6837 5.3064 0.0 0.0 0.0 -0.0004
S 0.5536 0.2286 -1.6642 -0.7 0.8 0.6 -0.0134
H -5.1342 4.0046 -2.8362 0.0 0.0 0.0 0.0000
H 1.4203 -4.1602 0.1055 0.0 0.0 0.0 0.0123
W -1.8997 0.8946 0.3762 0.3 2.4 0.4 1.0552
H 3.9002 0.7849 0.0353 0.1 0.0 0.0 0.0015
C 2.1992 -3.9184 -0.6025 -0.2 -0.1 0.0 0.0026
H 4.2814 -5.3189 -2.8710 0.0 0.0 0.0 0.0000
H 0.8342 -2.1859 4.8614 0.0 0.0 0.0 0.0006
H -5.2412 -3.5835 1.1205 0.0 0.0 0.0 0.0015
C -4.3624 4.7713 -2.7469 0.2 -0.1 0.1 0.0004
C 5.3578 0.3943 1.5771 0.0 0.0 0.0 0.0003
C -1.6273 -2.2920 4.1160 0.0 0.1 -0.1 0.0240
C -0.8454 -2.6209 3.0116 0.2 -0.2 0.1 -0.0029
C 1.2467 -1.2115 4.6472 0.1 0.0 -0.1 0.0004
H -1.1391 4.9001 -3.5703 0.0 0.0 0.0 0.0002
N -0.8728 0.3507 -1.3158 0.4 -0.9 -1.1 0.0265
C -1.2061 -4.9502 3.3795 0.0 0.0 -0.1 -0.0011
C -5.0032 -1.9914 3.2809 0.2 -0.8 -0.4 -0.0619
C 2.5842 -2.6006 -0.7795 0.4 -0.2 0.3 -0.0095
H -3.8630 -4.0992 2.1186 0.0 0.0 0.0 -0.0112
C -3.7885 3.9462 -0.5882 0.0 0.0 0.0 -0.0058
H -3.4494 7.0354 -1.7743 0.0 0.0 0.0 0.0000
S -0.1200 2.4259 0.7184 -0.7 -0.3 0.0 -0.0156
C 3.6087 -2.2405 -1.6461 -0.1 0.0 -0.1 0.0010
H -2.4179 -5.4327 5.0791 0.0 0.0 0.0 0.0000
S -1.7212 5.0032 2.7880 0.2 -0.2 0.1 0.0383
N 0.8715 -2.0456 1.1126 0.4 -0.4 0.5 -0.0054
C 3.8089 -4.5524 -2.2710 0.0 0.0 0.0 0.0005
N -4.1973 5.1251 -1.3409 -0.2 0.1 0.1 0.0001
C 0.9849 -0.5647 3.4432 0.0 -0.1 0.2 -0.0069
C 1.0959 3.3239 -4.1353 0.0 0.0 0.0 -0.0002
H 3.9148 -1.2043 -1.7292 0.0 0.0 0.0 0.0001
H -2.3799 6.1679 -3.7349 0.0 0.0 0.0 0.0000
H 5.1368 -2.1070 3.8563 0.0 0.0 0.0 0.0000
C 1.7981 -0.6662 -3.9572 0.0 -0.1 0.0 -0.0013
S -0.0579 -1.2668 2.2002 -0.1 0.3 -0.4 -0.0070
H -4.6645 5.6561 -3.3095 0.0 0.0 0.0 -0.0001
H 3.3478 4.2712 -1.7854 0.0 0.0 0.0 -0.0001
H -3.7717 -3.0760 -2.2583 0.1 -0.1 0.0 0.0057
C 3.3710 -0.8850 1.2612 0.3 -0.3 -0.1 0.0008
H -3.6391 4.2277 0.4531 0.0 0.0 0.0 -0.0030
S 1.9767 -1.3352 0.2809 -1.0 0.5 0.3 -0.0217
Sb -1.2902 2.7805 2.9078 -0.1 1.3 0.6 0.0136
H 2.7399 2.2790 3.8740 0.0 0.0 0.0 -0.0006
Br -3.9958 0.3914 -0.9892 0.1 -0.2 0.1 -0.0089
H -4.5694 3.1890 -0.6537 0.0 0.0 0.0 0.0067
N -3.1106 4.2536 -3.3101 0.0 -0.1 -0.3 -0.0002
H -5.4047 -4.9987 2.1959 0.0 0.0 0.0 0.0019
C 5.6882 -0.4123 2.6568 0.0 0.0 0.0 0.0001
C -3.1516 6.1411 -1.2247 0.1 -0.2 -0.1 0.0008
```
Positions in Å, forces in eV/Å.

- E: -296512.474 eV
- Energy relative to the best compared isomer or geometry (same formula, charge and spin): 51.7 kcal per mole
- 2S+1: 4
- Orbital gap (alpha / beta): 0.1819 / 0.1695 Ha
- Total charge: +1
- HOMO energy (alpha / beta): -8.30 / -8.55 eV


2.
Computed, not measured: a 3-piece molecular cluster, C45H47FNO9 overall in a non-equilibrium geometry, with ωB97M-V with the def2-TZVPD basis set.

Structure (XYZ):
```
103
Properties=species:S:1:pos:R:3:forces:R:3:mulliken_charge:R:1
C 1.9317 -6.5526 1.6222 0.0 0.0 0.0 -0.4569
H -3.4770 1.3829 3.4830 0.4 0.1 0.2 0.1687
H 12.9225 -7.3331 -1.1581 0.0 0.0 0.0 0.3907
C 3.0641 -0.3596 0.0016 0.0 0.1 0.0 -0.6223
C 11.2628 -6.7844 0.0902 0.0 0.0 -0.1 -0.4730
H -7.8200 4.0817 -1.8075 -0.3 -0.1 0.0 0.3426
H -11.6074 4.0757 3.1607 -0.1 0.2 0.0 0.2478
C 10.0596 -6.1049 0.1658 0.1 -0.1 0.1 -0.5064
H 2.9112 1.7712 0.1297 -0.1 0.0 0.0 0.4244
H -9.0088 1.9158 2.0774 0.0 -0.2 0.1 0.3969
H -4.6807 4.4220 -3.7217 -0.3 -0.1 -0.2 0.4029
H 11.6406 -7.3088 0.9582 0.0 0.0 0.0 0.3942
C 10.3079 -5.4228 -2.1320 -0.1 0.0 0.1 0.1423
O 7.6173 -4.7549 0.1738 0.0 0.0 0.0 -0.6671
H 1.4682 1.7306 2.1304 -0.1 0.0 0.0 0.4501
H -5.4179 4.4814 -0.7649 0.1 0.2 0.2 0.0016
H 3.6383 -5.2899 -1.0163 0.0 0.1 0.0 0.4818
C 1.9385 -4.1519 1.6846 0.0 0.0 -0.1 0.2203
C -5.7101 4.5145 -1.8110 -0.7 -0.6 -0.7 -0.2543
C -6.8968 3.5544 -2.0198 0.7 0.0 0.2 -0.8227
C 1.4543 -0.4018 2.2700 0.0 0.0 0.0 -0.8550
H -7.1112 1.4299 -1.7012 -0.1 -0.2 -0.1 0.4756
C 7.7985 -3.9413 -2.0322 0.1 0.0 -0.1 0.0886
C 8.2686 -4.7098 -0.8480 -0.2 0.0 0.2 0.4415
N -2.1050 4.5935 0.0270 -0.1 -0.5 -0.1 -0.1342
C 6.5993 -3.2434 -1.9549 0.2 0.0 -0.1 -0.5419
O -10.3421 3.4252 1.7168 0.0 0.2 -0.2 -0.3488
H -3.4450 5.7546 -1.6977 -0.2 0.2 0.2 0.5485
H 8.7125 -3.1112 -5.1908 0.1 -0.1 0.0 0.4672
C -0.3405 5.3725 2.0601 1.8 -0.4 0.8 0.1316
O -0.8725 1.9302 2.1636 -0.3 0.6 -0.6 -0.6593
H -4.5787 0.2825 2.7118 -0.1 -0.2 0.0 0.3474
H -0.4612 6.0870 0.3172 -0.4 -0.2 -0.2 0.3624
H -2.6381 5.0358 -3.0417 0.4 0.1 0.0 0.3283
O 10.4607 -4.6835 -4.3618 0.0 0.0 0.0 -0.6778
H 6.5957 -1.8476 -5.0382 0.0 0.0 0.0 0.3902
C -3.6574 1.6469 1.3325 -0.6 0.4 0.6 0.1343
C 9.8257 -4.6701 -3.3259 0.1 0.0 -0.2 0.5834
C 11.9850 -6.7958 -1.0989 0.0 0.0 0.0 -0.4572
C -2.4369 3.8909 -1.2157 0.5 0.8 -0.3 -0.2785
C -8.9704 2.4494 -0.0026 0.2 -0.2 0.3 -0.5968
C -3.4223 3.1466 1.6011 0.5 -0.4 -0.7 -0.8241
H -2.4501 5.3580 2.5926 0.1 0.3 -0.1 0.5805
H -6.0357 5.5109 -2.0920 0.1 0.4 0.3 0.3292
H 6.0093 -3.2806 -1.0556 0.0 0.0 0.1 0.7223
H -4.1540 3.7030 1.0178 -0.2 0.2 -0.1 -0.1197
C -7.4566 2.3577 0.1693 -0.1 -0.1 0.0 -0.4596
C 8.5570 -3.9044 -3.2088 0.0 -0.1 0.2 0.2602
H 0.9869 -5.3828 3.1526 0.0 0.1 0.0 0.4733
O -0.4193 6.4570 1.2096 0.3 0.0 0.5 -0.5610
H -5.6613 2.1315 -1.0437 0.2 -0.2 0.2 0.0433
C -3.6153 0.7825 2.5914 -0.4 -0.1 -0.2 -0.5533
C -0.9355 2.6635 1.1358 1.1 -1.1 0.1 -0.2720
C -10.8415 3.3226 3.0232 0.1 -0.1 0.1 -0.7375
C 2.6293 0.8249 0.5701 0.0 0.0 0.1 -0.6677
C 1.8201 0.8072 1.6994 0.2 0.0 0.0 -0.4122
H -7.2703 1.4354 0.7163 0.2 -0.1 0.1 0.5776
H -4.3558 3.0631 -2.6366 -0.1 -0.3 -0.3 0.3402
C 1.5660 -5.3686 2.2398 0.0 -0.2 0.0 -0.5724
H 9.4933 -6.0960 1.0867 -0.1 0.1 0.0 0.4777
C 3.0579 -5.3162 -0.1042 0.0 -0.2 0.0 -0.4988
C -3.2324 4.7962 -2.1648 -0.3 -0.5 -0.6 -1.0639
C 9.5751 -5.4257 -0.9446 0.0 0.0 -0.1 0.1634
H -6.8882 3.2566 -3.0649 -0.2 0.1 -0.3 0.3450
H -3.0276 1.2367 0.5529 0.3 -0.1 0.0 0.4771
C -9.7156 2.2251 1.3025 0.1 0.3 0.0 -0.6654
C -6.7298 2.2943 -1.1618 -0.3 0.3 -0.3 -0.5032
C -4.5285 4.1332 -2.6870 0.8 0.6 0.9 -0.6285
H 3.6883 -0.3434 -0.8813 0.0 -0.1 0.0 0.4489
H 1.6368 -7.4998 2.0554 0.0 0.0 0.0 0.3852
C 1.8906 -1.5959 1.7118 0.0 0.0 -0.1 0.5055
H 0.8219 -0.4133 3.1456 -0.1 -0.1 0.0 0.4742
C 2.6717 -6.5265 0.4446 0.0 0.0 0.0 -0.5879
H -3.6366 3.3697 2.6413 0.0 -0.1 0.3 0.6213
H -1.4633 4.0274 3.2442 0.1 -0.1 0.3 0.4589
H -4.6829 1.5695 0.9743 -0.2 -0.1 -0.3 -0.3236
O -0.1990 2.6234 0.1165 -0.6 0.2 0.6 -0.8291
C 6.1677 -2.4964 -3.0373 0.0 0.1 -0.1 -0.3241
C 1.5033 -2.8820 2.3443 -0.1 0.2 0.2 0.3774
H -1.4977 3.6689 -1.7055 0.2 -0.4 0.1 0.3123
H -9.2771 3.4136 -0.3906 -0.1 0.1 -0.2 0.2831
C 6.9315 -2.4420 -4.1985 0.0 0.0 0.1 -0.6834
O 0.7340 5.0099 2.5065 -1.5 0.7 -0.5 -0.5382
O 3.8470 -2.8309 -1.0729 -0.2 0.0 0.1 -0.6549
H -7.1046 3.1726 0.7992 0.1 0.2 0.1 0.1712
H 5.2353 -1.9544 -2.9696 0.0 0.0 0.1 0.4334
H 2.9481 -7.4524 -0.0430 0.0 0.0 0.0 0.4015
H -10.4744 1.4501 1.1876 -0.1 -0.2 0.1 0.3498
H -9.2506 1.6719 -0.7096 -0.2 0.0 -0.2 0.3156
C -2.0308 3.7316 1.2217 -0.3 1.1 0.4 1.4769
H -2.8259 5.2835 0.2057 -0.1 0.0 0.0 0.4518
F -2.6751 -0.2168 2.5427 0.3 -0.3 0.0 -0.2759
H -10.0559 3.4692 3.7669 0.2 0.1 0.1 0.2733
C 2.6975 -4.1260 0.5157 0.0 0.0 0.1 0.2702
H -2.9281 2.9287 -1.0658 -0.3 0.0 0.2 -0.0159
C 8.1202 -3.1478 -4.2871 -0.1 0.1 -0.1 -0.5636
C 11.5090 -6.1168 -2.2068 0.1 -0.1 0.0 -0.5363
H 12.0683 -6.1191 -3.1318 -0.1 0.1 -0.1 0.4650
C 2.6931 -1.5769 0.5605 0.0 -0.1 0.1 0.4800
H -11.2680 2.3340 3.1966 -0.2 -0.1 0.0 0.3177
O 0.8502 -2.9219 3.3666 0.0 -0.1 0.0 -0.6893
C -1.6228 4.6770 2.3977 -0.1 -0.4 -0.6 -1.0476
C 3.1378 -2.8316 -0.0781 0.1 0.2 -0.2 0.5354
```
Positions in Å, forces in eV/Å.

- E: -70065.322 eV
- Orbital gap: 0.2162 Ha
- Total charge: -1
- HOMO energy: -5.34 eV